1.
C15H41N9O18P | ωB97M-V/def2-TZVPD

Structure (XYZ):
```
84
Properties=species:S:1:pos:R:3:forces:R:3:mulliken_charge:R:1
P 2.4907 0.4486 0.0132 4.153 0.440 -1.916 0.81
O -3.3335 1.7691 1.1268 0.291 0.046 0.146 -0.52
O -1.4446 -6.4612 0.0002 0.133 -0.016 0.019 -0.51
O 1.9493 3.2906 3.7066 -0.054 -0.722 0.166 -0.49
O 2.5677 1.5163 -1.2820 -1.466 -1.424 2.072 -0.54
O -2.8324 -2.8592 2.6862 0.107 -0.200 -0.149 -0.48
O 5.0488 5.3930 7.2706 -0.046 0.073 0.077 -0.50
O -0.7192 -1.1722 -4.9625 -0.017 0.026 -0.079 -0.57
O 3.5306 4.0229 6.6023 -0.327 -0.109 -0.132 -0.56
O -1.8820 0.4716 0.1985 0.204 0.289 0.029 -0.36
O 1.8275 -0.9417 -0.6068 0.195 1.876 0.942 -0.43
O 1.7941 1.4549 -8.9153 0.057 0.037 -0.113 -0.54
O -2.7894 -0.7125 2.6675 -0.130 0.073 0.126 -0.45
O -3.9385 -0.0293 -9.6385 -0.130 0.040 0.050 -0.53
O -2.4618 1.3833 -8.9556 0.067 0.103 0.145 -0.53
O 1.7625 -0.7030 -8.9614 -0.021 0.024 -0.126 -0.52
O -2.1495 -4.8036 -1.1816 0.159 0.190 -0.129 -0.52
O -2.6144 -0.7635 -4.0248 -0.166 0.107 0.009 -0.57
O 3.9280 0.2817 0.4733 -3.111 -0.369 -0.077 -0.69
N 1.0941 0.6345 2.5254 -0.482 -0.132 -1.145 1.09
N -2.2958 -5.6805 -0.3551 -0.170 -0.008 0.055 0.88
N -3.0662 -1.7812 3.1790 -0.192 -0.087 0.149 0.81
N 1.7466 -2.0372 3.6218 0.744 1.284 -1.111 -0.59
N 4.6835 4.4075 6.6834 0.175 0.006 -0.058 0.88
N 1.5368 0.3721 -8.4414 -0.002 -0.041 0.134 0.91
N -2.9502 1.0607 0.2279 -0.324 -0.062 -0.307 0.81
N -2.8081 0.3969 -9.5711 -0.015 -0.145 -0.104 0.89
N -1.4506 -1.0961 -3.9993 0.115 -0.078 0.082 1.00
C 0.2418 -0.5766 2.1485 -0.742 -1.906 0.223 0.70
C 0.1433 1.5201 3.2834 -0.986 0.291 0.953 -0.65
C 5.7322 3.6019 6.0065 0.061 -0.264 -0.182 -0.63
C -0.8829 -1.4356 -2.6712 0.255 -0.144 0.192 -0.62
C -1.7476 -0.3447 -10.2992 0.100 -0.229 -0.202 -0.63
C -0.0539 3.9910 2.5568 1.238 -0.067 0.753 -1.20
C -3.8583 0.8939 -0.9375 0.019 -0.234 -0.294 -0.76
C 2.8847 -1.1282 3.2355 -0.824 -0.940 0.352 -0.78
C 0.8701 -1.9766 2.4119 -0.227 -1.433 0.792 -0.72
C 0.5708 2.9785 3.6164 -1.377 1.725 -0.392 -0.10
C 0.8864 0.3614 -7.1064 -0.147 -0.204 0.196 -0.83
C 1.4136 1.3448 1.2406 -0.760 0.770 -1.462 -0.74
C 2.3524 0.3171 3.2661 2.297 0.541 1.258 -0.73
C -3.7387 -1.7506 4.5035 -0.150 -0.157 0.215 -0.82
C -3.6334 -5.8053 0.2773 -0.348 0.104 0.031 -0.68
H -2.1963 -1.1971 -10.7991 -0.054 0.075 0.075 0.32
H -0.1155 4.9771 3.0738 -0.220 -0.708 -0.537 0.38
H -0.7256 -0.5762 2.7152 1.278 0.505 -0.395 -0.58
H 2.5265 -1.6103 -0.6698 0.059 0.032 0.090 0.34
H -0.9754 -0.5536 -2.0408 -0.107 -0.084 0.015 0.08
H 2.9487 1.0403 -2.0327 0.062 0.097 -0.064 0.33
H -4.2848 -5.0433 -0.1388 0.103 -0.029 -0.026 0.29
H -4.6754 -1.2115 4.3824 0.114 0.098 0.015 0.32
H -0.0555 0.8991 -7.1968 0.089 0.078 0.007 0.29
H -0.0681 -0.4969 1.0857 0.398 0.027 0.833 0.07
H 1.4191 -2.4342 1.5589 -0.408 0.699 0.119 0.36
H 6.4351 3.2736 6.7682 0.025 0.132 -0.043 0.30
H 3.7234 -1.2426 3.9624 -0.696 0.439 -0.443 0.41
H -4.7855 0.4611 -0.5699 0.002 0.147 0.030 0.31
H -3.3841 0.2353 -1.6599 -0.009 0.040 0.059 0.23
H 3.1551 0.9908 2.8802 -0.765 -0.474 0.167 0.30
H -3.9185 -2.7713 4.8259 0.059 0.035 -0.100 0.31
H 0.4287 1.6101 0.7768 0.779 -0.387 0.212 0.62
H 0.7150 4.1278 1.7582 -0.844 -0.140 0.297 0.31
H -4.0139 -6.7998 0.0575 0.110 -0.006 0.099 0.30
H 0.0905 3.2702 4.5853 0.211 -0.700 -0.663 0.46
H 0.7159 -0.6671 -6.8096 0.046 0.053 -0.107 0.37
H 2.1991 3.3122 4.6428 0.173 0.086 -0.179 0.28
H 6.2168 4.2439 5.2750 0.052 0.022 0.132 0.29
H 0.1587 -1.7129 -2.7953 -0.078 0.022 -0.085 0.32
H 1.5589 0.8582 -6.4112 -0.069 0.107 -0.086 0.34
H 0.0190 -2.6694 2.6352 0.484 0.663 -0.489 0.32
H -1.0371 3.6575 2.1707 0.588 0.326 0.192 0.29
H -1.3056 0.3376 -11.0213 0.070 0.022 0.140 0.28
H 2.1902 -2.9565 3.6487 -0.613 0.005 0.118 0.30
H -0.1731 0.9741 4.2066 0.668 0.216 -0.705 0.60
H 3.2598 -1.5054 2.2580 0.017 0.905 0.338 0.35
H -4.0259 1.8797 -1.3645 -0.083 -0.017 0.119 0.30
H 2.2266 0.6210 4.3327 -0.255 -0.438 -0.840 0.48
H -1.0139 -0.6697 -9.5653 0.040 0.092 -0.071 0.19
H -3.0759 -1.2367 5.1957 -0.077 0.089 -0.072 0.30
H 5.2609 2.7518 5.5232 -0.028 0.073 0.057 0.20
H -0.7871 1.5818 2.6644 0.815 -0.124 0.388 0.11
H 1.9268 2.3270 1.3966 -0.088 -1.016 0.230 0.36
H -3.5036 -5.6610 1.3471 0.040 -0.128 -0.038 0.24
H -1.4587 -2.2683 -2.2714 -0.043 0.091 0.027 0.31
```
Positions in Å, forces in eV/Å.

Summary:
Kohn-Sham gap   9.43 eV
Charge   +1
Relative energy (zero: lowest compared OMol25 entry of this formula, charge and spin)   1.778 eV
E_HOMO   -12.3090 eV

=====

2.
C7H10 | ωB97M-V/def2-TZVPD

Structure (XYZ):
```
17
Properties=species:S:1:pos:R:3:forces:R:3:mulliken_charge:R:1
C 2.4148 0.0821 0.4418 -0.534 -0.362 -0.127 -0.42
C 0.3304 -0.4091 0.0121 -0.127 0.457 0.233 0.59
C -1.4077 1.4782 0.0640 -0.130 0.137 -0.065 -1.50
C 1.4650 0.2532 -0.7447 -0.090 0.269 -0.071 -0.64
C -0.9933 0.0843 0.4262 -0.082 0.268 0.159 0.31
C -0.9196 -1.0657 -0.5488 0.079 -0.087 0.045 -0.87
C 1.4888 -0.8905 1.0222 -0.613 -0.234 -0.112 -0.67
H -0.8680 2.1897 0.7007 -0.160 -0.016 -0.112 0.33
H -1.1529 1.7018 -0.9776 -0.086 -0.019 0.120 0.30
H 1.4401 -1.1316 2.0921 -0.197 0.174 -0.345 0.40
H 1.8339 -0.2755 -1.6355 -0.159 0.084 0.132 0.31
H -1.2662 -2.0540 -0.2477 0.184 0.217 0.130 0.27
H -1.1440 -0.8441 -1.5947 0.228 0.011 0.238 0.26
H 1.2844 1.2961 -1.0163 0.215 0.020 -0.071 0.31
H -1.2523 -0.2346 1.4368 -0.003 0.168 -0.140 0.34
H 1.2808 -1.7703 0.4237 1.451 -1.173 0.038 0.27
H -2.4799 1.6255 0.2030 0.024 0.086 -0.052 0.40
```
Positions in Å, forces in eV/Å.

Summary:
Kohn-Sham gap   8.47 eV
Charge   0
Relative energy (zero: lowest compared OMol25 entry of this formula, charge and spin)   5.891 eV
E_HOMO   -8.2028 eV

=====

3.
C4H3PS | ωB97M-V/def2-TZVPD

Structure (XYZ):
```
9
Properties=species:S:1:pos:R:3:forces:R:3:mulliken_charge:R:1
S -0.0289 2.1918 -0.0306 0.072 0.200 0.007 -0.14
P 0.5681 -1.6191 0.2124 0.938 0.563 -0.619 0.19
C -0.7795 -0.4842 -0.2668 -0.810 1.431 -3.014 -0.50
C -0.6388 0.8266 0.5087 0.354 -0.746 -3.003 -0.33
C 2.5061 0.1615 0.1682 1.897 1.907 1.158 -0.41
C 1.7934 -0.6657 -0.4150 -1.842 -2.953 -0.401 0.17
H -1.0439 0.7023 1.4348 -0.925 0.089 2.891 0.35
H -0.5244 -0.2909 -1.4586 -0.974 -0.409 3.022 0.32
H -1.8522 -0.8224 -0.1530 1.290 -0.081 -0.041 0.35
```
Positions in Å, forces in eV/Å.

Summary:
Kohn-Sham gap   6.60 eV
Charge   0
Relative energy (zero: lowest compared OMol25 entry of this formula, charge and spin)   2.707 eV
E_HOMO   -8.8877 eV